# 1
DFT (ωB97M-V/def2-TZVPD) results for C24H39GeN7RhSSe2 as an isolated structure.

Last column: Löwdin charge in e.
Element x y z (Å)
Rh1 1.6349 -0.2626 0.2365  0.629
C1 4.3578 -1.4518 -2.8613  0.034
C2 3.3062 -1.3422 -1.8069  -0.187
N1 2.9614 -0.2344 -1.2459  -0.080
N2 3.5514 0.9652 -1.5685  0.053
C3 3.2479 2.0654 -0.8404  -0.707
N3 3.8584 3.1924 -1.1413  0.172
S1 2.0995 2.0039 0.4243  0.734
C4 2.5717 -2.5242 -1.3084  -0.192
C5 2.7664 -3.7926 -1.8142  0.044
C6 2.0141 -4.8500 -1.3073  0.022
C7 1.0755 -4.5955 -0.3305  0.020
C8 0.9284 -3.2948 0.1379  -0.123
N4 1.6744 -2.2928 -0.3183  -0.049
H1 4.4482 -0.5520 -3.4679  0.094
H2 4.1223 -2.2613 -3.5469  0.098
H3 5.3290 -1.6694 -2.4074  0.132
H4 4.3015 0.9633 -2.2459  0.160
H5 4.5343 3.2788 -1.8867  0.148
H6 3.6399 4.0316 -0.6234  0.138
H7 3.4947 -3.9718 -2.5916  0.128
H8 2.1627 -5.8531 -1.6848  0.140
H9 0.4555 -5.3829 0.0763  0.137
H10 0.1896 -3.0466 0.8887  0.096
C9 -5.2277 3.5186 -3.1940  -0.203
Ge1 -3.8471 2.4990 -2.2897  0.753
C10 -4.5651 0.9898 -1.2835  -0.205
C11 -2.4660 1.8733 -3.5327  -0.209
C12 -2.9547 3.7128 -1.0096  -0.573
Se1 -1.4402 2.9512 -0.0417  0.861
C13 -2.3996 2.3147 1.5284  -0.386
H11 -5.7013 2.9197 -3.9717  0.032
H12 -4.8059 4.4106 -3.6564  0.031
H13 -5.9955 3.8293 -2.4861  0.032
H14 -5.0740 0.2946 -1.9524  0.033
H15 -5.2864 1.3336 -0.5408  0.033
H16 -3.7689 0.4446 -0.7748  -0.019
H17 -2.7972 0.9756 -4.0567  0.026
H18 -1.5495 1.6364 -2.9880  -0.028
H19 -2.2385 2.6395 -4.2745  0.029
H20 -3.6401 4.0743 -0.2427  0.031
H21 -2.5583 4.5886 -1.5228  0.020
H22 -3.2833 1.7601 1.2281  0.020
H23 -2.6841 3.1649 2.1427  0.036
H24 -1.7394 1.6609 2.0980  -0.003
C14 1.3998 2.2406 3.6517  -0.013
N5 1.5198 1.0854 4.5348  -0.093
C15 1.5328 1.1682 5.9058  0.018
C16 1.6769 -0.0912 6.3799  0.017
N6 1.7402 -0.9277 5.2956  -0.112
C17 1.9019 -2.3838 5.3941  -0.002
C18 1.6419 -0.2000 4.1693  -0.577
Se2 1.6214 -1.0846 2.4877  0.844
H25 1.2300 3.1212 4.2640  0.114
H26 0.5575 2.1139 2.9744  0.069
H27 2.3207 2.3708 3.0946  0.058
H28 1.4426 2.1092 6.4209  0.149
H29 1.7331 -0.4590 7.3901  0.151
H30 1.7663 -2.6665 6.4331  0.109
H31 2.8979 -2.6733 5.0683  0.107
H32 1.1509 -2.8843 4.7900  0.083
N7 0.1498 0.1339 -1.1545  -0.002
C19 -0.8407 -0.9195 -1.1377  -0.325
C20 -1.6590 -1.0459 -0.0247  -0.069
C21 -2.5925 -2.0727 0.0126  -0.050
C22 -2.6999 -2.9567 -1.0549  -0.037
C23 -1.8809 -2.8097 -2.1693  -0.040
C24 -0.9450 -1.7871 -2.2139  -0.031
H33 0.5000 0.2573 -2.1033  0.118
H34 -0.2927 1.0395 -0.8805  -0.035
H35 -1.5827 -0.3376 0.7927  0.095
H36 -3.2499 -2.1711 0.8666  0.126
H37 -3.4368 -3.7490 -1.0278  0.124
H38 -1.9846 -3.4811 -3.0113  0.124
H39 -0.3218 -1.6540 -3.0931  0.125

Results
- Gap between HOMO and LUMO (alpha / beta): 4.82 / 4.82 eV
- Net charge: +3
- HOMO (alpha / beta): -14.90 / -14.90 eV
- Energy relative to the best compared isomer or geometry (same formula, charge and spin): 1.833 eV



# 2
DFT (ωB97M-V/def2-TZVPD) results for C43H41ClN5O4S2Y as an isolated structure.

Last column: Löwdin charge in e.
Element x y z (Å)
Y1 -0.4046 -0.1620 0.4530  1.159
C1 6.4142 3.1399 1.7138  -0.059
C2 5.2285 2.7801 0.8588  -0.281
C3 3.9340 2.9862 1.3157  -0.028
C4 2.8408 2.5934 0.5549  -0.057
C5 3.0405 1.9965 -0.6762  -0.279
C6 4.3266 1.8212 -1.1701  -0.056
C7 5.4099 2.2086 -0.4011  -0.052
S1 1.6597 1.3358 -1.5865  0.550
O1 1.8950 1.7020 -2.9612  -0.300
O2 1.6235 -0.0904 -1.2677  -0.388
N1 0.3490 1.8851 -0.9264  -0.196
C8 -0.2035 3.1068 -1.2739  -0.286
C9 0.4692 4.2420 -1.6671  -0.038
C10 -0.2345 5.4387 -1.9326  -0.107
C11 -1.5929 5.5195 -1.8158  -0.070
C12 -2.3266 4.3661 -1.4360  -0.164
C13 -3.7358 4.3145 -1.3315  -0.033
C14 -4.3465 3.1374 -1.0085  -0.041
C15 -3.5531 1.9936 -0.7579  -0.104
N2 -2.2512 2.0243 -0.8099  0.111
C16 -1.6347 3.1710 -1.1623  -0.175
H1 6.0981 3.4005 2.7238  0.071
H2 6.9625 3.9892 1.2982  0.073
H3 7.1089 2.3004 1.7838  0.073
H4 3.7694 3.4117 2.2997  0.117
H5 1.8359 2.6971 0.9428  0.090
H6 4.4659 1.3642 -2.1414  0.115
H7 6.4167 2.0437 -0.7709  0.107
H8 1.5452 4.2196 -1.7824  0.103
H9 0.3304 6.3133 -2.2362  0.093
H10 -2.1191 6.4445 -2.0231  0.096
H11 -4.3153 5.2118 -1.5240  0.104
H12 -5.4243 3.0650 -0.9373  0.098
H13 -3.9949 1.0327 -0.5148  0.099
O3 -1.9340 1.5391 2.0048  -0.366
S2 -1.0625 1.7539 3.1473  0.566
O4 -1.5776 1.4536 4.4626  -0.310
N3 0.2576 1.0127 2.7207  -0.180
C17 1.3800 0.9809 3.5169  -0.256
C18 1.5120 1.4926 4.7945  -0.031
C19 2.7335 1.4058 5.4924  -0.101
C20 3.8295 0.7984 4.9513  -0.078
C21 3.7357 0.2454 3.6497  -0.173
C22 4.8108 -0.4122 3.0126  -0.036
C23 4.6415 -0.9162 1.7574  -0.048
C24 3.3955 -0.7508 1.1163  -0.162
N4 2.3875 -0.1291 1.6667  0.071
C25 2.5281 0.3464 2.9269  -0.173
C26 -0.6902 3.4986 3.1789  -0.250
C27 -0.3188 4.1209 1.9966  -0.048
C28 -0.0069 5.4708 1.9943  -0.063
C29 -0.0676 6.1955 3.1784  -0.099
C30 -0.4447 5.5697 4.3591  -0.093
C31 -0.7590 4.2162 4.3633  -0.069
H14 0.6561 1.9322 5.2851  0.082
H15 2.7860 1.8219 6.4927  0.093
H16 4.7618 0.7186 5.4989  0.094
H17 5.7562 -0.5092 3.5373  0.105
H18 5.4414 -1.4332 1.2425  0.097
H19 3.2253 -1.1402 0.1200  0.096
H20 -0.2885 3.5488 1.0815  0.083
H21 0.2727 5.9475 1.0629  0.098
H22 0.1752 7.2515 3.1796  0.092
H23 -0.4972 6.1357 5.2813  0.094
H24 -1.0694 3.7101 5.2670  0.104
C32 -1.8121 -0.2073 -3.4119  -0.080
C33 -2.1788 -1.6786 -3.1945  -0.390
C34 -0.9519 -2.5227 -2.8300  -0.078
C35 -3.3261 -1.8901 -2.2213  -0.164
C36 -4.4877 -2.4440 -2.7260  -0.111
C37 -5.5931 -2.7411 -1.9306  -0.168
C38 -5.4730 -2.4838 -0.5693  -0.115
C39 -4.3403 -1.9286 0.0055  -0.167
C40 -4.3897 -1.7260 1.5130  -0.387
C41 -4.7349 -0.2840 1.8989  -0.081
C42 -3.1554 -2.1904 2.2894  -0.093
C43 -3.1951 -1.5562 -0.8077  -0.334
N5 -2.1081 -0.9688 -0.3326  -0.186
H25 -1.0057 -0.1126 -4.1469  0.068
H26 -1.4915 0.2510 -2.4804  0.026
H27 -2.6803 0.3505 -3.7774  0.072
H28 -2.5399 -2.0513 -4.1635  0.106
H29 -0.6187 -2.3073 -1.8159  0.029
H30 -0.1236 -2.3259 -3.5187  0.066
H31 -1.1998 -3.5866 -2.8790  0.071
H32 -4.5285 -2.6630 -3.7924  0.085
H33 -6.4920 -3.1807 -2.3472  0.059
H34 -6.3034 -2.7377 0.0888  0.087
H35 -5.2264 -2.3509 1.8536  0.106
H36 -3.9369 0.3871 1.5874  0.030
H37 -4.8382 -0.1843 2.9851  0.072
H38 -5.6732 0.0291 1.4309  0.070
H39 -2.3761 -1.4319 2.2669  0.022
H40 -2.7247 -3.0987 1.8677  0.070
H41 -3.4190 -2.3693 3.3380  0.068
Cl1 0.5029 -2.5665 1.2047  -0.239

Results
- Gap between HOMO and LUMO: 4.08 eV
- Net charge: -2
- HOMO: -0.19 eV
- Energy relative to the best compared isomer or geometry (same formula, charge and spin): 0.590 eV



# 3
DFT (ωB97M-V/def2-TZVPD) results for one molecule with the formula C6H8BrNO2 in a non-equilibrium geometry.

Last column: Löwdin spin population.
Element x y z (Å)
C1 -0.4068 -0.8383 -0.7473  0.207
C2 -1.2910 -0.8248 0.2338  0.070
C3 0.8945 1.0561 0.3389  0.027
C4 0.7200 0.0539 -0.8877  0.046
C5 -1.3220 0.2001 1.2528  0.357
C6 2.0613 -0.6408 -1.2327  0.016
N1 -0.1596 1.0236 1.2327  0.083
O1 1.7570 1.8720 0.3738  0.034
O2 -2.7262 1.2012 0.8568  1.022
Br1 -1.5547 -0.4915 3.0362  0.072
H1 -0.5252 -1.6287 -1.4643  0.013
H2 -2.0351 -1.5796 0.2784  -0.001
H3 0.6584 0.8355 -1.6683  0.021
H4 2.1209 -0.9179 -2.3645  0.000
H5 2.1758 -1.6331 -0.6104  0.000
H6 2.9518 -0.0958 -0.8855  0.001
H7 -0.1019 1.6676 2.0525  0.002
H8 -3.2170 0.7405 0.2050  0.029

Results
- Gap between HOMO and LUMO (alpha / beta): 6.35 / 5.92 eV
- Multiplicity: 3
- ⟨S²⟩: 2.021
- HOMO (alpha / beta): -5.75 / -9.72 eV
- Energy relative to the best compared isomer or geometry (same formula, charge and spin): 1.936 eV